# 1
Molecular formula: C62H50ClF9IrN4O5P2S
Method: DFT, ωB97M-V/def2-TZVPD

```
135
Properties=species:S:1:pos:R:3:forces:R:3:lowdin_charge:R:1
Ir -0.04973 -0.33155 -0.46581 -2.34 0.36 0.45 1.0016
Cl -0.03185 -0.30974 2.46124 -0.25 0.06 -0.08 0.7121
C 1.65018 -0.34010 2.84564 0.46 0.02 -0.12 -0.5905
C 2.04945 0.06615 4.10854 -0.17 0.01 0.01 -0.0841
C 3.39911 0.09020 4.41395 -0.02 -0.02 0.01 -0.0500
C 4.33558 -0.30041 3.46692 0.00 -0.02 0.03 -0.0426
C 3.92018 -0.72346 2.21672 -0.03 -0.02 -0.04 -0.0726
C 2.56615 -0.74770 1.88162 -0.38 0.04 -0.01 -0.3585
P 2.04471 -1.28995 0.21185 1.47 0.75 -0.23 0.9516
C 2.41238 -3.06311 0.13854 -0.50 -0.05 -0.29 -0.3992
C 2.06866 -3.74543 -1.02973 0.01 0.03 0.04 -0.1028
C 2.42538 -5.07672 -1.17247 0.04 -0.06 0.00 -0.0674
C 3.12259 -5.72277 -0.16265 0.01 -0.02 0.01 -0.0739
C 3.43777 -5.04751 1.00658 0.10 -0.03 0.00 -0.0612
C 3.07320 -3.72171 1.17054 -0.03 0.15 -0.04 -0.0754
C 3.42360 -0.57469 -0.74903 -0.01 0.13 -0.09 -0.3550
C 4.42147 -1.32947 -1.35481 -0.06 -0.04 0.04 -0.0625
C 5.48958 -0.68897 -1.96881 0.09 0.03 -0.09 -0.0586
C 5.55712 0.69512 -2.00341 0.02 0.01 0.03 -0.0597
C 4.54925 1.45321 -1.42018 0.01 0.01 0.09 -0.0653
C 3.49534 0.81688 -0.79136 0.11 -0.20 0.04 -0.1268
H 1.30352 0.35568 4.83659 0.02 0.03 0.02 0.1157
H 3.71354 0.41681 5.39537 0.02 0.00 0.01 0.1158
H 5.39021 -0.28202 3.70518 0.00 -0.01 0.00 0.1164
H 4.64997 -1.04942 1.48686 0.03 0.07 -0.02 0.1200
H 1.51912 -3.23985 -1.81202 0.05 -0.06 0.00 0.0828
H 2.15940 -5.61485 -2.07277 -0.02 0.03 -0.02 0.1129
H 3.40946 -6.75975 -0.28144 0.00 0.00 0.01 0.1112
H 3.97789 -5.55211 1.79643 -0.05 -0.02 0.03 0.1124
H 3.30087 -3.20865 2.09321 0.00 -0.05 0.04 0.1038
H 4.37553 -2.41059 -1.34103 0.03 0.01 0.03 0.1067
H 6.28059 -1.27726 -2.41454 -0.02 -0.01 -0.04 0.1115
H 6.39776 1.18812 -2.47315 -0.01 -0.01 -0.04 0.1116
H 4.59062 2.53516 -1.45440 0.02 0.00 0.01 0.1093
H 2.71447 1.39084 -0.30909 0.09 -0.01 -0.04 0.0532
F -5.33035 5.71026 -1.91228 -0.01 -0.08 0.06 0.1496
C -5.50371 4.68209 -1.05672 -0.18 0.13 -0.06 -0.5842
F -6.39815 3.85222 -1.60708 0.07 0.02 0.04 0.1525
F -6.04592 5.18968 0.06104 0.05 -0.05 -0.04 0.1514
C -4.18791 4.00590 -0.78102 0.09 -0.02 0.02 -0.0942
C -3.84674 2.83702 -1.44140 -0.07 0.06 0.01 0.0267
C -2.60452 2.26546 -1.22097 0.04 -0.04 0.01 -0.0659
C -1.70202 2.86964 -0.34658 -0.16 -0.68 -0.02 -0.3252
C -2.05391 4.04591 0.31239 0.04 0.06 0.05 -0.0624
C -3.29839 4.61032 0.09793 -0.04 -0.03 -0.08 0.0187
P -0.06140 2.09292 -0.16845 0.56 -0.61 -0.10 1.0276
C 0.56146 2.76220 1.40909 -0.11 -0.43 0.15 -0.3607
C 1.87650 3.19243 1.57289 0.02 0.02 -0.08 -0.0552
C 2.33943 3.56761 2.82290 -0.02 0.04 0.04 0.0193
C 1.49100 3.50200 3.91770 -0.09 -0.06 0.00 -0.1091
C 0.17217 3.09575 3.76960 0.08 0.08 0.01 0.0055
C -0.28266 2.71906 2.51980 0.01 0.14 -0.11 -0.1382
C 2.02259 3.85674 5.28036 0.11 0.01 0.21 -0.5821
F 3.19657 3.23605 5.51608 -0.07 0.05 -0.06 0.1387
F 1.17993 3.48783 6.25879 0.04 0.04 -0.09 0.1433
F 2.24164 5.17300 5.40759 -0.03 -0.04 -0.05 0.1619
C 0.91383 3.00833 -1.41274 0.07 -0.48 -0.18 -0.3264
C 1.46301 2.33327 -2.49722 -0.05 0.06 -0.01 -0.0919
C 2.26213 3.00450 -3.40800 -0.03 0.17 0.00 0.0092
C 2.52555 4.35126 -3.21393 0.01 -0.09 -0.04 -0.1035
C 1.94924 5.04645 -2.15835 0.00 0.01 -0.03 0.0175
C 1.13109 4.37739 -1.26670 -0.06 0.02 0.05 -0.0573
C 3.53897 5.03638 -4.08892 0.18 0.04 -0.07 -0.5826
F 3.28293 6.34022 -4.25071 -0.04 -0.05 0.03 0.1545
F 4.76585 4.93958 -3.52558 -0.10 0.02 -0.06 0.1393
F 3.62225 4.47831 -5.30455 -0.05 0.03 0.06 0.1502
H -4.55164 2.37687 -2.11958 0.02 -0.03 0.00 0.1320
H -2.32646 1.35559 -1.73926 -0.10 0.08 0.03 0.0806
H -1.37059 4.52960 0.99655 0.01 -0.01 0.01 0.1080
H -3.58298 5.51709 0.61426 0.02 0.01 0.00 0.1333
H 2.54461 3.25975 0.72445 0.00 -0.02 0.03 0.1035
H 3.35633 3.91606 2.94662 0.03 -0.06 -0.01 0.1368
H -0.48902 3.07577 4.62472 0.00 -0.05 0.00 0.1307
H -1.31212 2.40430 2.40340 -0.01 -0.01 0.05 0.0959
H 1.27640 1.27717 -2.62004 0.08 0.02 0.03 0.0815
H 2.69104 2.48502 -4.25416 0.03 -0.04 0.04 0.1350
H 2.14581 6.10260 -2.03367 -0.01 0.00 0.00 0.1320
H 0.68048 4.92263 -0.44728 0.02 0.01 0.02 0.1150
O 0.08823 -1.85971 -2.48885 -0.18 -0.11 0.34 -0.0455
C -0.29803 -0.87806 -3.14389 0.23 -0.87 -0.66 -0.5890
O -0.67621 0.19062 -2.54523 0.59 0.04 2.19 -0.1487
C -0.29321 -0.86384 -4.62794 -0.02 0.24 0.13 -0.1330
C -0.40189 -2.03605 -5.35979 -0.03 -0.16 0.18 -0.0073
C -0.37504 -2.02807 -6.75322 0.00 0.07 -0.23 0.0331
C -0.20086 -0.81026 -7.36745 0.07 0.25 0.21 -0.1972
O -0.11650 -0.52787 -8.69292 -0.11 -0.24 0.08 0.0538
C 0.14130 0.86912 -8.79609 0.17 0.27 -0.33 -0.1171
O 0.08993 1.42117 -7.48491 -0.05 0.04 0.20 0.0441
C -0.07574 0.36894 -6.63368 -0.01 -0.23 -0.10 -0.1928
C -0.13054 0.37765 -5.26727 -0.05 0.13 -0.14 0.0761
H -0.51792 -2.97743 -4.83988 0.01 0.03 0.06 0.1220
H -0.48739 -2.93370 -7.33158 0.03 -0.02 0.02 0.1266
H -0.61261 1.34472 -9.42591 -0.06 -0.09 0.09 0.1421
H 1.13720 1.02801 -9.22152 -0.03 -0.08 0.08 0.1419
H -0.04901 1.29615 -4.70402 -0.01 0.02 0.01 0.1203
C 0.71607 -8.03147 1.71628 -0.07 -0.01 -0.06 -0.0305
C 0.08102 -6.91385 0.94774 -0.07 0.01 -0.21 -0.3476
C -0.50512 -7.10668 -0.30460 0.05 0.13 0.16 -0.0202
C -1.10683 -5.99630 -0.86993 0.10 -0.18 -0.05 -0.1423
N -1.13015 -4.80804 -0.28588 -0.06 0.40 0.00 0.0535
C -0.51096 -4.69254 0.90457 -0.08 -0.93 -0.66 -0.8326
S -0.50993 -3.16400 1.68529 0.27 0.95 -0.13 0.6276
N 0.09004 -5.71895 1.52106 0.09 0.26 0.36 0.1020
H -0.06221 -8.58211 2.24873 0.04 -0.04 0.03 0.0874
H 1.40495 -7.62166 2.45069 0.03 -0.03 -0.01 0.0765
H 1.22851 -8.73137 1.05638 0.01 -0.01 0.02 0.0786
H -0.49270 -8.06992 -0.79433 -0.04 0.00 -0.02 0.1084
H -1.59732 -6.05382 -1.83746 0.01 -0.07 0.00 0.1077
C -5.41045 1.68606 4.97656 -0.03 -0.09 -0.03 -0.0664
C -5.71414 0.23194 4.62923 -0.02 0.27 -0.03 -0.1861
N -4.77383 -0.35699 3.67531 -0.04 -0.03 0.03 -0.0500
C -3.72804 -1.23792 4.18572 0.13 0.13 0.00 -0.1846
C -2.64818 -0.48294 4.95877 -0.12 -0.11 -0.07 -0.0763
C -4.92285 -0.01895 2.37637 0.12 -0.06 -0.05 -0.4335
O -5.73265 0.80052 1.97406 -0.03 -0.02 0.03 0.0851
C -4.07841 -0.75912 1.36705 -0.10 -0.06 -0.11 -0.1084
C -4.61030 -1.86411 0.70790 0.13 -0.02 0.01 0.0383
C -3.85799 -2.49885 -0.26344 -0.08 0.06 0.15 -0.0069
C -2.59587 -2.01627 -0.55664 -0.07 -0.07 -0.20 -0.1540
N -2.10888 -0.93303 0.05023 0.08 0.88 -1.22 -0.1004
C -2.83645 -0.30801 0.97653 -0.01 0.10 0.23 -0.1265
H -6.13775 2.04062 5.70695 0.03 0.04 0.02 0.0798
H -5.49058 2.30724 4.08633 0.01 0.00 -0.01 0.0703
H -4.41246 1.79735 5.40039 0.00 0.01 0.03 0.0600
H -6.70790 0.17933 4.18267 0.00 -0.05 0.05 0.1243
H -5.70458 -0.38696 5.52677 0.02 -0.05 -0.04 0.1221
H -3.26919 -1.76119 3.34929 -0.02 -0.09 0.02 0.0999
H -4.18795 -1.98714 4.83395 -0.02 -0.02 -0.07 0.1272
H -2.24939 0.33162 4.35045 0.02 0.02 0.02 0.0467
H -1.83277 -1.16474 5.20264 0.01 0.02 0.04 0.0773
H -3.04167 -0.06429 5.88468 0.03 0.02 0.01 0.0719
H -5.60103 -2.21900 0.96112 -0.01 0.00 0.01 0.1382
H -4.23529 -3.36881 -0.77977 0.07 -0.03 -0.02 0.1215
H -1.95867 -2.51143 -1.27640 0.01 0.01 0.04 0.0898
H -2.40521 0.58181 1.41881 -0.04 0.01 -0.01 0.0886
```
Forces are in eV/Å.

energy: -5531.9303 a.u.
frontier orbital gap (spin up / spin down): 4.853 / 4.863 eV
2S+1: 1
highest occupied orbital energy (spin up / spin down): -9.53 / -9.52 eV
energy relative to the best compared isomer or geometry (same formula, charge and spin): 99.8 kcal per mole
net charge: +1


# 2
Molecular formula: C62H50CsF4N13PS2Sb
Method: DFT, ωB97M-V/def2-TZVPD

```
134
Properties=species:S:1:pos:R:3:forces:R:3:lowdin_charge:R:1
Cs -0.07727 -0.16700 -0.64170 0.48 -0.27 -0.90 0.8637
S 8.48436 -0.49058 0.65316 -0.16 -0.02 -0.02 0.9634
N 7.29012 -0.33212 1.73726 -0.03 0.04 -0.05 -0.2253
C 6.16372 -0.22450 1.05006 0.22 -0.03 0.01 -0.3090
C 4.84442 -0.05548 1.61486 -0.22 0.03 0.02 -0.1068
C 4.62253 0.01219 2.99002 -0.06 0.00 -0.01 -0.0021
C 3.33961 0.21312 3.44643 0.01 0.07 -0.03 -0.0332
C 2.31434 0.33310 2.50652 -0.01 -0.07 0.08 -0.1347
N 2.50630 0.24178 1.20334 0.08 -0.26 -0.10 0.0668
C 3.74950 0.05970 0.74081 0.13 0.02 0.21 -0.1825
C 3.94763 0.01518 -0.72304 0.14 0.03 -0.10 -0.1719
N 2.87124 0.17001 -1.50452 0.18 -0.22 0.01 0.0507
C 3.03327 0.09554 -2.81490 0.08 -0.04 -0.08 -0.1307
C 4.26057 -0.12594 -3.44529 0.01 0.05 0.04 -0.0055
C 5.37662 -0.24668 -2.65133 -0.06 0.01 -0.03 0.0175
C 5.22867 -0.17224 -1.26510 -0.19 0.02 -0.04 -0.0938
C 6.35083 -0.28348 -0.36009 0.19 -0.04 0.06 -0.3028
N 7.61688 -0.43744 -0.71233 0.00 0.04 0.03 -0.2183
H 5.46152 -0.08614 3.66645 0.01 0.00 0.01 0.1134
H 3.11707 0.28119 4.50238 0.00 0.00 0.01 0.1071
H 1.28874 0.50531 2.81949 -0.03 0.00 0.00 0.1006
H 2.14071 0.18613 -3.41899 -0.02 0.02 0.00 0.0834
H 4.30772 -0.19993 -4.52350 0.02 0.00 -0.02 0.1029
H 6.35988 -0.40404 -3.07388 0.01 0.00 -0.01 0.1187
N -0.70708 1.93880 1.54849 0.06 0.22 0.26 0.0583
C -0.05453 3.06181 2.03868 -0.07 -0.03 -0.12 -0.3405
C -0.51561 3.66068 3.21538 -0.02 0.02 0.02 -0.0372
C 0.12997 4.75981 3.74569 -0.02 0.01 0.03 -0.1033
C 1.24394 5.29973 3.11284 0.03 0.05 0.03 -0.1132
C 1.69555 4.72370 1.93739 0.01 0.00 0.00 -0.0961
C 1.07167 3.60752 1.38702 -0.04 -0.05 -0.02 -0.3117
P 1.60030 2.77810 -0.15499 -0.13 0.57 0.01 1.0624
C 0.48746 3.51208 -1.40606 0.04 0.09 -0.05 -0.3797
C -0.50665 4.43959 -1.11265 0.03 -0.01 0.01 -0.0841
C -1.40998 4.83166 -2.08938 -0.03 0.02 -0.02 -0.0886
C -1.32805 4.30992 -3.37014 -0.02 0.02 -0.01 -0.0852
C -0.33731 3.38831 -3.67814 0.00 -0.03 -0.06 -0.0712
C 0.55452 2.98414 -2.69955 -0.01 0.02 0.07 -0.1272
C 3.22349 3.52807 -0.49845 0.06 -0.12 0.09 -0.3541
C 4.24968 3.25605 0.41243 0.02 0.01 0.01 -0.1169
C 5.55591 3.62478 0.14335 0.03 0.02 0.00 -0.0854
C 5.86444 4.26727 -1.05019 0.03 -0.01 0.01 -0.0971
C 4.85372 4.54686 -1.95562 0.05 0.02 -0.03 -0.0838
C 3.54232 4.18131 -1.68305 -0.03 0.04 -0.05 -0.0713
H -0.54830 1.77963 0.56387 -0.34 0.67 0.39 -0.1502
H -1.72084 1.94885 1.69383 0.06 -0.11 -0.01 0.0527
H -1.39950 3.25222 3.68884 -0.02 -0.01 0.01 0.1123
H -0.24581 5.20680 4.65829 0.00 0.01 0.01 0.0946
H 1.74615 6.16663 3.52199 0.01 0.01 0.01 0.0888
H 2.54892 5.15530 1.42941 0.02 -0.01 -0.02 0.0986
H -0.59940 4.83090 -0.10748 0.00 0.01 0.01 0.1002
H -2.20316 5.52370 -1.83739 -0.01 0.01 0.00 0.0926
H -2.04946 4.60080 -4.12284 -0.01 0.00 0.00 0.1021
H -0.27325 2.96297 -4.67179 -0.01 0.00 0.00 0.1094
H 1.31399 2.24936 -2.94271 0.00 -0.03 0.03 0.0852
H 4.01862 2.75228 1.34535 -0.01 0.01 0.00 0.1026
H 6.33508 3.40206 0.86243 0.02 0.00 0.01 0.1017
H 6.88700 4.54426 -1.27238 0.01 0.00 0.00 0.0955
H 5.08311 5.04672 -2.88836 0.01 0.00 0.00 0.1007
H 2.76491 4.40211 -2.40362 0.00 -0.01 0.01 0.0983
C -2.10340 -4.90591 2.98502 0.01 -0.02 0.04 -0.1928
C -2.23845 -3.92998 1.82669 -0.02 0.02 -0.08 -0.4367
Sb -1.32457 -1.98818 2.06793 -0.25 -0.16 0.65 1.3307
C -2.89577 -1.03002 3.20598 0.21 -0.05 0.25 -0.4343
C -3.90520 -1.89469 3.94227 -0.06 -0.07 0.03 -0.1826
C -0.01925 -2.42406 3.76227 0.07 -0.07 -0.08 -0.4460
C -0.55550 -2.17317 5.16296 -0.04 -0.01 0.05 -0.1950
H -2.62889 -5.84266 2.77584 -0.01 -0.01 0.00 0.0626
H -2.51571 -4.49752 3.90937 0.00 -0.01 0.01 0.0452
H -1.05749 -5.15661 3.16884 0.01 0.00 0.00 0.0523
H -3.28730 -3.72666 1.59940 -0.01 0.01 -0.01 0.0348
H -1.80203 -4.35221 0.92019 0.00 0.02 0.00 0.0263
H -3.39178 -0.39435 2.48762 -0.18 0.19 -0.25 -0.0088
H -2.38948 -0.34287 3.89329 0.01 -0.05 -0.01 0.0347
H -4.42537 -2.56475 3.25528 0.00 -0.01 -0.01 0.0562
H -4.67414 -1.27471 4.41288 -0.01 0.00 0.03 0.0631
H -3.44428 -2.50557 4.72311 -0.04 0.03 -0.03 0.0380
H 0.88307 -1.83267 3.58748 0.00 0.00 0.00 0.0056
H 0.28240 -3.46461 3.64134 0.01 -0.02 -0.01 0.0214
H -0.93860 -1.15762 5.27734 0.02 0.00 0.03 0.0512
H 0.22105 -2.31733 5.92179 0.00 -0.01 0.01 0.0588
H -1.37569 -2.85250 5.40230 0.02 0.01 0.01 0.0464
N 1.01807 -3.49790 -0.31582 0.10 0.07 -0.04 -0.0276
C 2.20398 -3.26014 -0.90285 0.10 -0.01 -0.08 -0.1161
C 3.15931 -3.31993 0.08746 -0.02 -0.01 0.00 -0.0837
C 2.42524 -3.59007 1.25655 0.06 -0.01 0.02 -0.1734
N 1.12928 -3.69087 1.00309 -0.06 -0.03 0.07 0.0106
H 0.09587 -3.39731 -0.74613 -0.12 -0.02 0.00 0.0614
H 2.28189 -3.07059 -1.96109 -0.03 0.02 -0.02 0.1200
H 4.22224 -3.19183 -0.02263 0.03 0.01 0.00 0.0888
H 2.78027 -3.70994 2.26782 0.02 0.00 0.02 0.0978
S -2.88786 1.64240 -0.99246 -0.14 0.35 -0.36 0.6821
C -4.02036 2.60948 0.30082 -0.05 -0.24 -0.25 -0.6528
N -5.26828 3.03404 -0.23316 -0.07 0.03 0.05 0.0846
C -5.50527 4.31795 -0.55104 0.05 -0.03 0.00 -0.1127
C -4.65350 5.28443 -0.12822 -0.07 -0.05 -0.03 -0.0959
C -3.60114 4.84253 0.74416 0.07 0.07 0.01 -0.1836
N -3.31020 3.61641 0.99509 0.04 0.13 0.13 0.1032
H -5.88184 2.29483 -0.54006 -0.01 0.01 -0.01 0.1444
H -6.41075 4.52072 -1.10936 0.00 0.00 -0.01 0.1193
H -4.83006 6.32896 -0.32912 0.00 0.01 -0.01 0.0807
H -3.01244 5.59140 1.27291 0.01 0.02 0.02 0.1040
F -2.05922 -4.05840 -6.68862 0.00 -0.02 0.01 0.0840
C -1.03374 -3.25614 -6.34842 0.03 0.04 0.14 -0.1596
C -0.08308 -3.01367 -7.32233 0.08 0.08 0.01 -0.1570
F -0.29082 -3.59328 -8.52006 0.01 0.00 -0.01 0.0800
C 1.06883 -2.23405 -7.12535 -0.16 -0.03 0.22 -0.0741
C 1.11183 -1.70003 -5.83295 -0.05 -0.08 -0.12 -0.1513
C 0.15248 -1.93034 -4.87235 -0.08 -0.13 0.00 -0.1510
F 0.36578 -1.33211 -3.66775 0.00 0.10 0.07 0.0075
C -0.96947 -2.73719 -5.05025 0.22 0.10 -0.23 -0.0698
C -1.92866 -3.01980 -3.98695 0.04 -0.02 -0.01 -0.2017
C -1.63704 -2.72676 -2.66565 0.02 0.07 0.01 -0.2240
N -1.37142 -2.45935 -1.56027 -0.39 -0.76 -0.15 -0.0532
C -3.16715 -3.65326 -4.20687 -0.19 -0.10 -0.01 -0.2659
N -4.19460 -4.17005 -4.33244 -0.03 0.00 0.00 0.1013
F 2.13882 -0.89845 -5.46057 -0.01 0.01 -0.07 0.0545
C 2.09683 -2.00997 -8.11662 -0.07 0.00 0.08 -0.2299
C 3.25514 -1.26540 -7.83448 0.13 0.12 0.01 -0.2883
N 4.22134 -0.65492 -7.63742 0.07 0.01 0.04 0.0818
C 2.05702 -2.55984 -9.40978 0.03 -0.09 -0.19 -0.2878
N 2.09148 -2.98753 -10.48594 -0.01 0.00 -0.05 0.0836
C -3.79890 1.22249 0.53805 0.32 -0.01 0.41 -0.5092
C -4.82250 0.22503 0.54669 -0.04 -0.10 -0.05 -0.3314
C -4.70330 -0.97411 -0.18646 0.06 0.05 -0.02 -0.0608
C -5.62403 -1.99462 -0.05131 -0.02 -0.07 -0.04 -0.1002
C -6.71778 -1.86712 0.80095 -0.03 0.00 0.02 -0.1362
C -6.86443 -0.68446 1.51562 -0.09 -0.04 0.04 -0.1299
C -5.94217 0.34040 1.39849 0.04 0.06 0.03 -0.0796
H -3.86168 -1.09115 -0.86005 -0.01 0.00 0.00 0.0792
H -5.48956 -2.89970 -0.63239 0.00 -0.02 -0.01 0.1023
H -7.43733 -2.66935 0.90265 -0.01 -0.01 0.00 0.0810
H -7.70692 -0.56092 2.18820 -0.01 -0.01 0.01 0.0872
H -6.04884 1.23227 2.00821 0.00 0.01 -0.01 0.1056
```
Forces are in eV/Å.

energy: -4902.0654 a.u.
frontier orbital gap: 4.259 eV
2S+1: 1
highest occupied orbital energy: -1.89 eV
energy relative to the best compared isomer or geometry (same formula, charge and spin): 0.0 kcal per mole
net charge: -2


The highest net charge belongs to which entry?
C62H50ClF9IrN4O5P2S